Entry 1:
{
  "formula": "C32H43N8S2V",
  "method": "ωB97M-V with the def2-TZVPD basis set",
  "gap_ha": [0.2366, 0.2630],
  "fmax_ev_per_a": 0.94,
  "homo_energy_ha": [-0.3480, -0.3796],
  "s_squared": 3.78,
  "de_lowest_kcal_mol": 0.0,
  "charge": 1,
  "total_energy_ev": -93159.7543,
  "spin_multiplicity": 4,
  "elements": ["V", "N", "C", "S", "N", "N", "C", "C", "C", "C", "C", "C", "N", "H", "H", "H", "H", "H", "H", "H", "C", "C", "C", "C", "C", "C", "C", "C", "N", "C", "C", "C", "C", "N", "C", "C", "C", "C", "C", "C", "C", "C", "H", "H", "H", "H", "H", "H", "H", "H", "H", "H", "H", "H", "H", "H", "H", "H", "H", "H", "H", "H", "H", "H", "H", "H", "C", "C", "N", "C", "S", "N", "C", "C", "H", "H", "H", "H", "H", "H", "H", "H", "H", "H", "H", "H"],
  "xyz": [[0.74368, -0.29413, 0.61926], [5.07008, -0.88630, 0.19655], [3.83025, -0.46034, 0.48106], [2.67280, -0.37444, -0.82341], [3.58598, -0.12601, 1.72762], [2.29896, 0.27966, 1.87921], [2.00090, 0.99092, 2.89965], [0.65105, 1.54735, 2.91283], [0.22974, 2.46995, 3.85470], [-1.01509, 3.06229, 3.70173], [-1.80063, 2.71343, 2.61616], [-1.32241, 1.76542, 1.73184], [-0.12745, 1.18163, 1.87181], [5.33688, -1.03151, -0.75924], [5.78282, -0.80522, 0.90270], [2.73637, 1.23987, 3.65634], [0.88180, 2.73090, 4.67784], [-1.36143, 3.79630, 4.41874], [-2.77175, 3.15890, 2.45235], [-1.91044, 1.45388, 0.88049], [2.27733, -3.13690, 2.65715], [1.43560, -2.36801, 3.64063], [1.78416, -2.30739, 4.98241], [0.95061, -1.69214, 5.90697], [-0.26205, -1.16726, 5.49859], [-0.64870, -1.20562, 4.15918], [-2.01542, -0.69847, 3.76875], [0.23414, -1.76782, 3.23983], [-0.05338, -1.72118, 1.82789], [-0.81194, -2.64315, 1.27802], [-1.46383, -3.76466, 2.02364], [-0.97797, -2.51859, -0.15962], [-1.78373, -3.53903, -0.90222], [-0.38497, -1.48468, -0.70602], [-0.39117, -1.36273, -2.14717], [0.48340, -2.15083, -2.90586], [1.35618, -3.20683, -2.27958], [0.47561, -1.98766, -4.28891], [-0.40004, -1.10867, -4.90128], [-1.28871, -0.37333, -4.13308], [-1.29302, -0.48112, -2.74827], [-2.28439, 0.28071, -1.91740], [3.25832, -3.35363, 3.07713], [2.42265, -2.59885, 1.72202], [1.79800, -4.09044, 2.41262], [2.71507, -2.75902, 5.30628], [1.23656, -1.64996, 6.95114], [-0.93459, -0.72465, 6.22570], [-2.18092, 0.31116, 4.15175], [-2.78782, -1.33828, 4.20140], [-2.16294, -0.68041, 2.69033], [-1.13693, -3.79780, 3.05948], [-1.23614, -4.72313, 1.55392], [-2.55153, -3.65222, 2.00720], [-2.79853, -3.57556, -0.49784], [-1.35638, -4.53649, -0.77686], [-1.83998, -3.31375, -1.96281], [1.73027, -2.90244, -1.30571], [2.21320, -3.41741, -2.91859], [0.80143, -4.14233, -2.15930], [1.15473, -2.58320, -4.89027], [-0.40626, -1.01488, -5.98050], [-2.00375, 0.28864, -4.61111], [-2.93058, 0.88249, -2.55465], [-1.76335, 0.95048, -1.23169], [-2.91887, -0.38977, -1.33102], [-2.75185, 4.40548, -1.64254], [-1.32986, 4.90710, -1.82592], [-0.52879, 4.08063, -2.72861], [0.32078, 3.10866, -2.35873], [0.51548, 2.60607, -0.74824], [1.08329, 2.56357, -3.31922], [1.20197, 3.03042, -4.69466], [0.14264, 2.47403, -5.63795], [-3.32055, 5.10352, -1.02341], [-2.74836, 3.43161, -1.15561], [-3.26765, 4.31039, -2.60146], [-0.81192, 4.93458, -0.87134], [-1.33030, 5.91743, -2.23459], [-0.63854, 4.25496, -3.71344], [1.67919, 1.81693, -3.00075], [2.19288, 2.74285, -5.04059], [1.19286, 4.12311, -4.69565], [0.22520, 1.38868, -5.70429], [0.27061, 2.89522, -6.63653], [-0.86858, 2.70908, -5.29703]],
  "lowdin_spin": [2.3539, -0.0038, -0.0001, -0.0062, -0.0045, -0.0091, 0.0505, 0.0122, 0.0049, 0.0115, 0.0050, 0.0171, 0.0094, -0.0004, 0.0000, 0.0020, -0.0001, 0.0005, 0.0000, 0.0021, 0.0049, 0.0010, 0.0003, 0.0001, 0.0003, 0.0005, 0.0002, 0.0069, 0.0531, 0.1686, 0.0238, 0.1370, 0.0180, 0.0804, 0.0092, 0.0020, 0.0008, 0.0002, 0.0005, 0.0000, 0.0021, 0.0029, 0.0001, 0.0036, 0.0004, 0.0000, 0.0000, 0.0000, 0.0001, 0.0000, 0.0006, -0.0001, 0.0064, 0.0088, 0.0057, 0.0062, -0.0002, 0.0007, 0.0001, 0.0002, 0.0001, 0.0000, 0.0000, 0.0002, 0.0021, -0.0001, 0.0000, 0.0000, 0.0008, 0.0014, 0.0042, 0.0007, 0.0001, 0.0001, 0.0000, 0.0000, 0.0000, 0.0000, 0.0000, 0.0000, 0.0000, 0.0000, 0.0000, 0.0000, 0.0000, 0.0000]
}

***

Entry 2:
{
  "formula": "C6H9N",
  "method": "ωB97M-V with the def2-TZVPD basis set",
  "gap_ha": 0.3659,
  "fmax_ev_per_a": 1.39,
  "homo_energy_ha": -0.3269,
  "de_lowest_kcal_mol": 33.9,
  "total_energy_ev": -7856.6884,
  "elements": ["C", "C", "C", "C", "C", "C", "N", "H", "H", "H", "H", "H", "H", "H", "H", "H"],
  "xyz": [[0.94882, 1.15692, -0.54844], [-0.28919, 1.17005, -1.06508], [-1.13290, 0.14779, -0.34898], [-0.58315, 0.37213, 1.10376], [0.86689, 0.15721, 0.61072], [0.73234, -1.25031, -0.03470], [-0.57749, -1.18532, -0.74153], [1.84945, 1.66757, -0.87446], [-0.60555, 1.70392, -1.93343], [-2.21609, 0.18948, -0.53658], [-0.75989, 1.34584, 1.55808], [-0.95887, -0.39342, 1.77420], [1.65968, 0.25348, 1.40481], [0.80783, -2.03586, 0.73436], [1.52379, -1.43174, -0.73876], [-1.26568, -1.86773, -0.36397]],
  "lowdin_charge": [-0.0432, -0.0600, -0.3108, -0.1053, -0.2834, -0.1806, -0.0263, 0.1019, 0.0917, 0.1381, 0.1112, 0.1034, 0.1443, 0.1132, 0.0958, 0.1100]
}

***

Entry 3:
{
  "formula": "C2H5IS2",
  "method": "ωB97M-V with the def2-TZVPD basis set",
  "gap_ha": 0.3013,
  "fmax_ev_per_a": 3.00,
  "homo_energy_ha": -0.3202,
  "de_lowest_kcal_mol": 31.4,
  "total_energy_ev": -31924.9674,
  "elements": ["C", "C", "S", "I", "H", "H", "H", "S", "H", "H"],
  "xyz": [[-0.49709, -0.45494, 1.52378], [-0.63585, -1.07338, 0.35699], [-1.52041, -0.53435, -1.07636], [-3.08697, -2.28397, -0.93316], [-0.89809, 0.66154, 1.70390], [0.07594, -1.00582, 2.34557], [-0.12329, -2.04771, 0.30857], [1.78633, 1.84240, -1.25071], [2.08442, 3.10551, -0.82410], [2.81501, 1.79072, -2.15447]],
  "lowdin_charge": [-0.0979, -0.7795, 0.1887, 0.4284, 0.1083, 0.0799, 0.0544, 0.4359, -0.2113, -0.2069]
}

***

Entry 4:
{
  "formula": "C3H10S3",
  "method": "ωB97M-V with the def2-TZVPD basis set",
  "gap_ha": 0.3117,
  "fmax_ev_per_a": 2.30,
  "homo_energy_ha": -0.2977,
  "de_lowest_kcal_mol": 18.1,
  "total_energy_ev": -35778.0552,
  "elements": ["C", "S", "C", "H", "H", "H", "H", "H", "H", "C", "S", "S", "H", "H", "H", "H"],
  "xyz": [[-1.77221, 0.45489, 1.60244], [-0.72893, 1.87172, 1.19994], [-1.27230, 2.20216, -0.49521], [-1.15094, -0.40141, 1.90363], [-2.42779, 0.62287, 2.41013], [-2.18902, 0.05394, 0.68205], [-1.51969, 3.25079, -0.64199], [-2.10996, 1.58857, -0.81877], [-0.46177, 1.94938, -1.18069], [2.99845, -1.85717, -0.56757], [1.34571, -1.69843, 0.16550], [0.20819, -1.02298, -1.46535], [3.04331, -1.60886, -1.61801], [3.61851, -1.20198, 0.03199], [3.29211, -2.89134, -0.46401], [-0.87367, -1.31216, -0.74411]],
  "lowdin_charge": [-0.4372, 0.7286, -0.4513, 0.0188, 0.0094, 0.0130, 0.0228, 0.0305, -0.0047, -0.4717, 0.3732, 0.3227, 0.0245, 0.0206, 0.0190, -0.2182]
}